# C4H6O2S2

One molecule with the formula C4H6O2S2 at a distorted geometry (the ωB97M-V functional and the def2-TZVPD basis, OMol25).

The geometry in XYZ format:
```
14
Properties=species:S:1:pos:R:3:forces:R:3
C -0.3969 -1.4980 0.0661 -2.25 -2.21 2.71
C -0.7798 -0.2844 -0.6172 -1.49 1.58 -1.01
O -2.1750 -0.2810 -0.9238 1.66 -2.78 0.14
C -0.2854 0.8284 0.1927 -0.37 2.02 0.75
O -0.9235 1.6450 0.8393 0.46 -1.04 -0.73
C 1.2199 0.9340 0.1325 2.07 0.43 -0.31
S 2.1054 0.4426 -1.1625 -0.24 0.33 0.81
S 1.8759 1.7861 1.5255 -1.22 0.01 0.39
H -0.9891 -1.4983 1.0441 0.23 -0.64 -1.32
H -0.6516 -2.3142 -0.6088 0.02 -0.38 0.53
H 0.5821 -1.5874 0.4505 1.37 0.12 -0.34
H -0.1802 -0.2876 -1.4953 0.09 0.40 -1.24
H -2.5838 0.5423 -0.8786 -0.62 2.45 0.32
H 3.1821 1.5726 1.4355 0.29 -0.30 -0.68
```
Positions in Å, forces in eV/Å.

Output
- LUMO level (eV) = -1.51
- molecular weight (g/mol) = 150.22
- energy relative to the best compared isomer or geometry (same formula, charge and spin) (kcal/mol) = 51.43
- multiplicity = 1
- structure (SMILES) = C[C@@H](O)C(=O)C(=S)S
- frontier orbital gap (Ha) = 0.280
- total energy (a.u.) = -1102.815973

Atom charges from the Mulliken analysis, given in e for atoms 1 to 4: -1.23, 0.33, -0.53, 0.31